No. 1
Computed, not measured: a molecular structure, C28H46BrN3P2PtS, with wB97M-V/def2-TZVPD.

```
82
C28H46BrN3P2PtS | the OMol25 dataset | wB97M-V/def2-TZVPD
N -0.738 -1.263 -9.871
C -1.765 -1.821 -9.231
C -1.899 -1.752 -7.838
C -0.888 -1.142 -7.051
C 0.242 -0.627 -7.763
C 0.247 -0.684 -9.177
C -1.083 -1.019 -5.599
Pt -0.475 -0.579 0.197
P -0.330 3.355 3.281
C -0.150 -0.588 -4.698
C -0.565 -0.037 -3.429
C 0.005 1.161 -2.887
C -0.495 1.663 -1.680
C -1.335 0.785 -0.987
C -2.182 -0.145 -1.619
C -1.654 -0.684 -2.816
Br -2.255 0.447 2.081
H -2.125 -1.215 -5.275
H 0.892 -0.512 -4.993
H -2.827 -2.145 -7.405
H 1.080 -0.129 -7.272
H -2.510 -2.332 -9.868
H 1.067 -0.252 -9.773
H 0.795 1.643 -3.477
H -2.040 -1.622 -3.238
H -0.141 2.609 -1.280
H -3.090 -0.527 -1.195
P 1.648 -0.837 0.727
C -1.841 3.246 2.316
C -2.694 4.480 2.513
H -2.480 2.393 2.689
H -1.599 3.061 1.256
H -3.712 4.282 2.171
H -2.736 4.770 3.565
H -2.291 5.296 1.919
C 0.942 3.899 2.141
C 1.801 4.920 2.876
H 0.434 4.355 1.276
H 1.527 3.034 1.807
H 2.450 5.424 2.164
H 1.190 5.685 3.354
H 2.432 4.454 3.634
C 0.368 2.111 4.401
C -0.438 2.123 5.708
H 1.423 2.381 4.612
H 0.318 1.147 3.845
H -0.229 1.222 6.280
H -0.200 2.974 6.350
H -1.498 2.154 5.463
C 1.890 -1.816 2.224
C 3.177 -2.644 2.173
H 1.010 -2.462 2.381
H 1.887 -1.105 3.067
H 3.009 -3.596 1.644
H 3.981 -2.097 1.660
H 3.513 -2.862 3.199
C 2.467 0.746 0.960
C 3.264 1.257 -0.232
H 3.091 0.678 1.862
H 1.654 1.444 1.182
H 4.035 0.544 -0.538
H 2.636 1.466 -1.107
H 3.776 2.191 0.024
C 2.283 -1.605 -0.803
C 1.946 -3.087 -1.033
H 3.366 -1.422 -0.822
H 1.791 -1.017 -1.595
H 1.306 -3.224 -1.920
H 2.875 -3.638 -1.240
H 1.435 -3.584 -0.191
S -1.114 -2.789 0.563
C -1.648 -3.044 2.185
N -2.813 -2.623 2.696
C -2.957 -2.962 4.090
C -1.804 -3.913 4.334
N -1.024 -3.798 3.113
H -3.349 -1.877 2.252
H -3.929 -3.424 4.256
H -2.893 -2.082 4.741
H -2.129 -4.945 4.506
H -1.200 -3.617 5.196
H -0.126 -4.252 2.968
```

## Properties
<S²>: 6.05
Energy relative to the best compared isomer or geometry (same formula, charge and spin): 53.1 kcal/mol
Total energy: -5031.35551 Ha
Total charge: +4
E_LUMO (alpha / beta): -12.6 / -13.4 eV
2S+1: 5



No. 2
Computed, not measured: 3 unconnected molecules or ions with the total composition C28H46N3O8PSi, with wB97M-V/def2-TZVPD.

```
87
C28H46N3O8PSi | the OMol25 dataset | wB97M-V/def2-TZVPD
C 2.550 5.755 2.905
C 1.906 5.675 1.715
C 2.604 5.273 0.478
O 3.784 5.016 0.450
O 1.787 5.136 -0.604
C 1.589 3.777 -1.021
C 0.467 3.140 -0.215
C -0.886 3.853 -0.419
C -2.032 2.981 -0.950
C -1.626 1.910 -1.974
C -1.812 0.424 -1.531
C -0.514 -0.369 -1.474
C -0.093 -0.807 -2.695
C 1.098 -1.519 -2.868
N 1.456 -1.901 -4.136
C 2.583 -2.532 -4.201
C 3.394 -2.852 -3.066
N 4.610 -3.560 -3.234
N 3.044 -2.513 -1.866
C 1.875 -1.811 -1.742
C 1.459 -1.386 -0.447
C 2.375 -1.755 0.703
C 1.745 -2.686 1.764
O 1.901 -2.093 3.044
Si 1.464 -3.011 4.372
C 0.675 -1.817 5.595
C 0.230 -4.353 3.988
C 3.052 -3.669 5.162
C 0.278 -0.655 -0.305
P -0.250 -0.140 1.362
O -0.827 -1.240 2.144
O -1.296 1.069 1.306
O 1.015 0.556 2.037
H 3.427 6.372 3.076
H 2.185 5.218 3.776
H 0.853 5.941 1.650
H 1.411 3.738 -2.094
H 2.518 3.231 -0.835
H 0.747 3.278 0.836
H 0.419 2.065 -0.378
H -1.207 4.257 0.544
H -0.724 4.726 -1.051
H -2.716 3.660 -1.462
H -2.628 2.540 -0.153
H -2.233 2.055 -2.862
H -0.598 2.037 -2.315
H -2.378 -0.050 -2.334
H -2.419 0.306 -0.640
H -0.690 -0.605 -3.575
H 2.932 -2.840 -5.184
H 4.481 -4.547 -3.044
H 4.897 -3.478 -4.202
H 3.231 -2.290 0.309
H 2.785 -0.875 1.194
H 0.703 -2.900 1.523
H 2.287 -3.640 1.752
H 0.386 -0.891 5.099
H 1.400 -1.564 6.371
H -0.191 -2.262 6.086
H 0.568 -5.073 3.243
H -0.726 -3.916 3.705
H 0.047 -4.894 4.921
H 3.000 -4.745 5.322
H 3.885 -3.440 4.493
H 3.247 -3.133 6.089
H -2.179 0.679 1.296
H 1.488 1.047 1.348
C -3.783 -4.165 0.980
C -3.754 -4.853 2.325
C -4.763 -5.954 2.555
O -2.958 -4.533 3.173
H -3.009 -3.400 0.954
H -3.599 -4.888 0.184
H -4.756 -3.696 0.820
H -4.620 -6.752 1.825
H -5.776 -5.560 2.460
H -4.632 -6.360 3.555
C -3.397 3.806 -5.781
C -2.315 4.470 -4.964
C -1.489 5.527 -5.654
O -2.119 4.167 -3.810
H -3.914 3.070 -5.169
H -4.117 4.551 -6.124
H -2.959 3.307 -6.646
H -2.131 6.342 -5.992
H -0.974 5.098 -6.515
H -0.751 5.921 -4.959
```

## Properties
SMILES string: C=CC(=O)OCCCCCCc1cc2ncc(N)nc2c(CCO[Si](C)(C)C)c1P(=O)(O)O.CC(C)=O.CC(C)=O
Total energy: -2491.63446 Ha
Total charge: 0
E_LUMO: -0.4 eV



Number 1: strongest force on any atom 4.46 eV/A. Number 2: strongest force on any atom 1.72 eV/A.